{
  "formula": "C67H74B3FO4S",
  "method": "ωB97M-V/def2-TZVPD",
  "molar_mass_g_mol": 1026.826,
  "lumo_energy_ev": 0.28,
  "smiles": "CC[C@H](F)B1OB(CCCS)OB(COc2ccccc2)O1.c1ccccc1.c1ccccc1.c1ccccc1.c1ccccc1.c1ccccc1.c1ccccc1.c1ccccc1.c1ccccc1.c1ccccc1",
  "gap_ha": 0.3208,
  "total_energy_ha": -3471.275545,
  "fmax_ha_per_bohr": 0.0268,
  "species": ["C", "C", "C", "F", "B", "O", "B", "C", "C", "C", "S", "O", "B", "C", "O", "C", "C", "C", "C", "C", "C", "O", "H", "H", "H", "H", "H", "H", "H", "H", "H", "H", "H", "H", "H", "H", "H", "H", "H", "H", "H", "H", "C", "C", "C", "C", "C", "C", "H", "H", "H", "H", "H", "H", "C", "C", "C", "C", "C", "C", "H", "H", "H", "H", "H", "H", "C", "C", "C", "C", "C", "C", "H", "H", "H", "H", "H", "H", "C", "C", "C", "C", "C", "C", "H", "H", "H", "H", "H", "H", "C", "C", "C", "C", "C", "C", "H", "H", "H", "H", "H", "H", "C", "C", "C", "C", "C", "C", "H", "H", "H", "H", "H", "H", "C", "C", "C", "C", "C", "C", "H", "H", "H", "H", "H", "H", "C", "C", "C", "C", "C", "C", "H", "H", "H", "H", "H", "H", "C", "C", "C", "C", "C", "C", "H", "H", "H", "H", "H", "H"],
  "positions_angstrom": [[3.945687, 3.010491, 3.988558], [5.015335, 3.182163, 2.885620], [4.511806, 3.917233, 1.652316], [3.999217, 5.166124, 1.998525], [3.468862, 3.021908, 0.851397], [2.374563, 2.414945, 1.426719], [2.122021, 1.127425, 0.995210], [0.907128, 0.353289, 1.618465], [1.544568, -0.680971, 2.610847], [1.914607, -1.949463, 1.832455], [3.659889, -2.425592, 2.002905], [2.979695, 0.536899, 0.067088], [3.612757, 1.405376, -0.802152], [4.288744, 0.959454, -2.174286], [5.708412, 0.834515, -2.047884], [6.227215, -0.385696, -1.727274], [7.616742, -0.467405, -1.855650], [8.290891, -1.615267, -1.545664], [7.577019, -2.733721, -1.108980], [6.196640, -2.652201, -0.978327], [5.509260, -1.487266, -1.278526], [3.706378, 2.743161, -0.485833], [3.778908, 1.954592, 4.168557], [4.271057, 3.498202, 4.899823], [3.003998, 3.463009, 3.702411], [5.853918, 3.739663, 3.293024], [5.368893, 2.208507, 2.550559], [5.363251, 4.084967, 0.993495], [0.377169, -0.146018, 0.810957], [0.282106, 1.071698, 2.138065], [2.440682, -0.221721, 3.014085], [0.837933, -0.878487, 3.408887], [1.312584, -2.796840, 2.141887], [1.774130, -1.801185, 0.771376], [3.702609, -2.815814, 3.283683], [4.137787, 1.794703, -2.854359], [3.826224, 0.092931, -2.644188], [8.157013, 0.404641, -2.190489], [9.363535, -1.614685, -1.652128], [8.119887, -3.636943, -0.886202], [5.665020, -3.529389, -0.645842], [4.440530, -1.430784, -1.172299], [1.662769, -6.269373, -3.023089], [2.357798, -6.173615, -4.217985], [3.286849, -5.159447, -4.400326], [3.527492, -4.239064, -3.389734], [2.823041, -4.329410, -2.192450], [1.892342, -5.344194, -2.015488], [0.940920, -7.062409, -2.877107], [2.175624, -6.890059, -5.009582], [3.830745, -5.086125, -5.334730], [4.249706, -3.443558, -3.524359], [3.008604, -3.600764, -1.412521], [1.342174, -5.413587, -1.085371], [-3.294151, 2.975849, 4.344062], [-2.607200, 2.788652, 3.152703], [-3.065636, 1.859067, 2.229491], [-4.211390, 1.120670, 2.496543], [-4.897668, 1.309587, 3.688551], [-4.436057, 2.236889, 4.612437], [-2.941330, 3.702187, 5.065686], [-1.714624, 3.366075, 2.944550], [-2.532569, 1.712190, 1.298629], [-4.571317, 0.400415, 1.773178], [-5.790730, 0.734280, 3.897164], [-4.965304, 2.389697, 5.545149], [-7.604862, 4.093532, 6.224785], [-7.915893, 4.972481, 7.252616], [-8.848320, 4.611143, 8.215139], [-9.471348, 3.372374, 8.147809], [-9.164258, 2.495907, 7.116305], [-8.229953, 2.856178, 6.155081], [-6.872785, 4.374334, 5.477035], [-7.429966, 5.938912, 7.302296], [-9.089654, 5.295169, 9.018512], [-10.196990, 3.090041, 8.899642], [-9.653395, 1.531843, 7.061465], [-7.988953, 2.172941, 5.350107], [1.188948, -8.352448, -9.712381], [0.686033, -7.065948, -9.851213], [1.122655, -6.054736, -9.006937], [2.061021, -6.330420, -8.022001], [2.559463, -7.618258, -7.879599], [2.124414, -8.629232, -8.725184], [0.852390, -9.139664, -10.375206], [-0.045359, -6.850810, -10.619574], [0.732040, -5.051302, -9.116946], [2.403107, -5.541037, -7.364771], [3.289540, -7.835025, -7.109394], [2.515088, -9.632916, -8.615271], [2.072281, -5.474151, -15.545438], [2.476822, -4.749687, -14.432622], [2.560471, -5.369386, -13.193490], [2.237173, -6.713074, -13.066129], [1.826727, -7.435768, -14.177908], [1.745245, -6.816944, -15.417793], [2.011796, -4.992013, -16.512645], [2.727402, -3.701273, -14.531533], [2.877724, -4.805811, -12.325200], [2.305327, -7.195467, -12.100659], [1.570129, -8.482883, -14.078066], [1.426727, -7.381007, -16.285035], [4.813819, -11.004829, -4.540398], [4.314015, -9.717333, -4.680267], [4.755191, -8.703794, -3.840410], [5.694832, -8.980504, -2.856906], [6.190675, -10.268814, -2.712647], [5.751396, -11.280782, -3.555201], [4.472085, -11.793523, -5.198529], [3.576284, -9.505006, -5.444499], [4.367083, -7.700479, -3.950615], [6.039747, -8.190340, -2.202298], [6.920404, -10.484955, -1.942882], [6.139125, -12.285150, -3.443396], [-3.647512, 8.092408, 4.894595], [-4.677651, 8.841240, 5.447240], [-5.997575, 8.457781, 5.251266], [-6.289011, 7.327723, 4.498711], [-5.259375, 6.583583, 3.939188], [-3.939952, 6.965779, 4.138840], [-2.617973, 8.385659, 5.054333], [-4.452202, 9.723303, 6.032769], [-6.799978, 9.040490, 5.686103], [-7.318651, 7.027280, 4.347956], [-5.483643, 5.703511, 3.349008], [-3.138094, 6.380873, 3.706047], [-10.599020, 12.592213, 5.204334], [-10.133065, 11.321897, 4.895475], [-8.828743, 11.150192, 4.453159], [-7.990652, 12.247948, 4.317237], [-8.458652, 13.518830, 4.620683], [-9.762274, 13.690869, 5.065033], [-11.614668, 12.726267, 5.553619], [-10.786664, 10.465329, 4.999518], [-8.464042, 10.159610, 4.212609], [-6.972877, 12.112024, 3.974081], [-7.806973, 14.375995, 4.510677], [-10.126709, 14.681898, 5.302835], [-0.870386, 1.400460, 6.507415], [0.447529, 1.514568, 6.089530], [1.480802, 1.399175, 7.009536], [1.194475, 1.172081, 8.348514], [-0.124697, 1.063790, 8.767594], [-1.157255, 1.176909, 7.846966], [-1.672414, 1.484792, 5.786275], [0.672535, 1.694707, 5.044724], [2.509431, 1.487044, 6.682576], [1.999666, 1.080352, 9.066056], [-0.347847, 0.891241, 9.812619], [-2.186085, 1.091689, 8.172898]],
  "forces_ev_per_a": [[0.32, 0.06, -0.40], [-0.56, 0.37, 0.26], [0.16, -0.57, -0.21], [-0.21, 0.22, 0.17], [-0.31, 0.73, -0.21], [0.57, -0.18, -0.10], [-0.69, -0.17, 0.31], [1.05, 0.12, -0.01], [-0.66, 0.43, -1.13], [0.37, -0.19, 0.98], [0.39, -0.03, -0.42], [-0.31, 0.45, -0.19], [0.36, -0.27, -0.48], [-0.42, 0.26, 0.21], [-0.19, -0.19, -0.07], [0.36, 0.06, 0.05], [-0.27, 0.56, -0.05], [-0.30, -0.41, 0.15], [0.10, 0.32, -0.10], [0.61, -0.42, -0.03], [0.06, 0.45, -0.24], [0.34, -0.36, 0.55], [-0.14, -0.14, 0.25], [0.01, -0.09, 0.23], [-0.17, 0.05, -0.05], [0.27, -0.06, -0.06], [0.25, -0.11, 0.00], [0.08, 0.21, -0.11], [-0.44, -0.15, 0.18], [-0.30, -0.03, 0.02], [0.13, -0.13, 0.44], [0.06, -0.17, 0.24], [-0.20, -0.06, -0.07], [0.08, -0.04, -0.27], [-0.31, 0.04, 0.04], [0.09, 0.09, -0.18], [0.14, -0.26, 0.02], [-0.04, 0.15, -0.07], [0.16, -0.23, 0.03], [-0.10, -0.23, 0.11], [-0.22, -0.05, 0.09], [-0.23, -0.05, 0.12], [-0.04, 0.01, 0.02], [-0.05, 0.03, -0.08], [0.09, 0.07, -0.08], [-0.14, 0.03, 0.16], [0.11, 0.01, -0.24], [-0.02, 0.07, 0.18], [0.00, 0.00, 0.00], [-0.02, 0.00, 0.00], [0.01, -0.01, 0.01], [0.04, -0.03, -0.03], [-0.04, -0.06, 0.08], [0.01, -0.01, 0.01], [0.03, 0.14, -0.01], [0.02, -0.01, -0.02], [-0.01, -0.02, -0.01], [0.00, 0.01, -0.01], [0.02, 0.00, -0.01], [-0.09, 0.01, 0.08], [0.01, 0.00, 0.00], [0.00, 0.00, 0.00], [0.00, 0.00, 0.00], [0.00, -0.01, 0.00], [0.00, -0.01, 0.00], [-0.03, -0.02, -0.01], [0.04, 0.00, -0.06], [0.01, 0.03, 0.01], [-0.01, -0.01, 0.00], [0.00, 0.01, 0.00], [0.00, -0.01, 0.00], [0.01, 0.00, 0.01], [0.00, 0.01, 0.00], [0.02, 0.00, -0.01], [0.00, 0.00, 0.00], [-0.01, 0.00, 0.00], [0.00, 0.00, 0.00], [0.00, 0.00, -0.01], [-0.01, -0.01, 0.01], [-0.04, 0.00, 0.02], [0.00, 0.01, -0.01], [0.02, -0.01, 0.00], [0.00, 0.02, 0.01], [0.00, -0.02, 0.00], [-0.01, 0.00, 0.01], [0.01, 0.00, -0.01], [0.00, 0.00, 0.00], [-0.02, 0.01, 0.01], [0.04, 0.02, -0.02], [0.01, 0.00, 0.00], [0.00, 0.00, 0.00], [0.00, 0.01, 0.00], [-0.01, 0.01, 0.00], [0.02, -0.02, -0.02], [0.00, 0.01, -0.01], [-0.01, 0.00, 0.00], [-0.01, 0.00, 0.00], [0.01, 0.00, 0.00], [0.00, 0.00, 0.01], [0.01, 0.00, 0.01], [0.01, -0.01, 0.00], [0.00, 0.00, 0.00], [-0.01, -0.01, -0.01], [0.01, 0.00, 0.01], [0.04, -0.02, -0.02], [0.01, -0.01, 0.00], [0.00, 0.00, 0.01], [0.00, 0.00, 0.00], [-0.01, 0.00, 0.00], [-0.01, -0.01, 0.00], [0.03, -0.03, 0.03], [-0.01, 0.01, 0.00], [0.01, 0.00, 0.00], [0.00, 0.00, 0.00], [-0.03, 0.01, 0.00], [0.00, 0.00, 0.01], [-0.01, 0.01, 0.01], [-0.01, 0.01, 0.00], [-0.01, -0.03, 0.00], [0.03, -0.04, 0.00], [0.00, 0.01, -0.01], [0.00, 0.00, 0.01], [0.01, 0.01, 0.01], [0.00, 0.00, 0.00], [0.01, -0.01, 0.00], [0.00, 0.00, -0.01], [0.00, 0.00, 0.00], [0.00, 0.00, 0.01], [0.00, -0.03, 0.00], [0.02, 0.00, 0.00], [0.00, 0.01, 0.01], [0.00, 0.00, 0.00], [-0.01, 0.00, -0.01], [0.00, 0.00, 0.00], [0.00, 0.00, -0.02], [0.00, -0.01, -0.01], [0.00, 0.00, 0.00], [0.00, 0.00, 0.00], [-0.04, -0.03, -0.03], [0.06, -0.01, -0.02], [0.02, 0.00, -0.01], [0.00, 0.00, 0.00], [0.00, 0.00, 0.00], [0.02, 0.00, 0.00], [-0.01, -0.01, 0.01], [-0.01, 0.00, -0.01], [0.00, 0.01, 0.00], [0.00, 0.01, 0.00], [0.00, -0.01, 0.00], [0.00, 0.00, 0.00]],
  "mulliken_charge": [-0.83, -0.73, 0.15, -0.37, 0.00, 0.02, 0.18, -0.48, -0.08, -0.67, -0.19, 0.09, 0.26, -0.66, -0.47, 0.58, -0.67, -0.32, -0.77, -0.57, -0.19, -0.26, 0.12, 0.46, 0.25, 0.41, 0.34, 0.27, 0.38, -0.23, 0.00, 0.43, 0.49, 0.10, 0.12, 0.22, 0.42, 0.45, 0.39, 0.41, 0.46, 0.45, -0.52, -0.33, -0.07, -0.59, -0.22, -0.56, 0.39, 0.31, 0.38, 0.46, 0.34, 0.40, -0.86, -0.34, -0.47, -0.46, -0.57, -0.23, 0.60, 0.55, 0.42, 0.38, 0.39, 0.57, -0.23, -0.47, -0.39, -0.42, -0.38, -0.44, 0.44, 0.43, 0.37, 0.36, 0.37, 0.38, -0.48, -0.48, -0.54, -0.34, -0.13, -0.44, 0.39, 0.43, 0.40, 0.26, 0.54, 0.40, -0.42, -0.33, -0.54, -0.16, -0.50, -0.33, 0.35, 0.36, 0.38, 0.47, 0.35, 0.36, -0.49, -0.38, 0.16, -0.58, -0.38, -0.41, 0.36, 0.36, 0.24, 0.41, 0.36, 0.36, -0.41, -0.60, -0.47, -0.37, -0.41, -0.45, 0.38, 0.39, 0.58, 0.48, 0.44, 0.45, -0.32, -0.53, -0.21, -0.49, -0.34, -0.42, 0.36, 0.35, 0.51, 0.37, 0.36, 0.35, -0.31, -0.31, -0.36, -0.52, -0.37, -0.51, 0.41, 0.49, 0.35, 0.37, 0.36, 0.39]
}